(1)
This record from the OMol25 dataset describes one molecule with the formula C9H13NO2S2. The level of theory is wB97M-V/def2-TZVPD.

Gap between HOMO and LUMO (spin up / spin down) in Eh: 0.217 / 0.253
Relative energy (zero: lowest compared OMol25 entry of this formula, charge and spin) in eV: 0.000
Net charge: 0
Lowest unoccupied orbital energy (spin up / spin down) in hartree: 0.012 / -0.046
2S+1: 3

Element x y z (Å)
C -3.06 -0.97 0.71
C -3.49 -0.10 -0.32
C -1.77 -1.25 0.83
C -2.55 0.42 -1.15
C -0.70 -0.79 0.00
C -1.16 0.36 -0.89
C 0.57 -0.59 0.70
C 0.82 2.55 -0.22
C 3.01 -2.10 -0.15
N 1.56 3.20 0.67
O 2.89 0.49 0.57
O 1.76 -0.11 -1.57
S -0.87 2.21 0.00
S 2.13 -0.48 -0.19
H -3.77 -1.42 1.41
H -4.50 0.20 -0.29
H -1.59 -2.10 1.60
H -2.94 1.27 -1.67
H -0.59 -1.66 -0.74
H -0.49 0.51 -1.69
H 0.53 -0.78 1.83
H 1.12 2.40 -1.23
H 3.89 -2.16 -0.87
H 3.41 -2.17 0.91
H 2.32 -3.04 -0.45
H 2.55 2.84 0.67
H 0.93 3.25 1.53



(2)
This record from the OMol25 dataset describes C24H28Cl2IrN6S2 as an isolated structure. The level of theory is wB97M-V/def2-TZVPD.

Gap between HOMO and LUMO (spin up / spin down) in Eh: 0.228 / 0.241
Relative energy (zero: lowest compared OMol25 entry of this formula, charge and spin) in eV: 0.000
Net charge: +1
Lowest unoccupied orbital energy (spin up / spin down) in hartree: -0.081 / -0.149
2S+1: 5

Element x y z (Å)
Ir 1.56 0.17 0.77
C 3.91 -1.27 -2.82
C 3.09 -1.15 -1.58
N 2.86 0.02 -0.98
N 3.46 1.15 -1.49
C 3.57 2.23 -0.72
N 4.13 3.33 -1.25
S 2.97 2.24 0.88
C 2.47 -2.24 -0.93
C 2.49 -3.59 -1.38
C 1.81 -4.55 -0.69
C 1.09 -4.20 0.48
C 1.11 -2.90 0.88
N 1.78 -1.93 0.22
H 3.39 -0.90 -3.71
H 4.19 -2.30 -3.02
H 4.85 -0.72 -2.73
H 3.75 1.17 -2.46
H 4.62 3.31 -2.12
H 4.25 4.14 -0.66
H 3.03 -3.85 -2.28
H 1.82 -5.57 -1.03
H 0.53 -4.93 1.04
H 0.57 -2.57 1.76
Cl -6.80 3.38 -1.12
C -5.11 3.01 -1.16
C -4.34 3.22 -0.04
C -2.98 2.91 -0.08
C -2.40 2.40 -1.23
C -0.94 2.03 -1.25
C -3.20 2.21 -2.36
C -4.55 2.51 -2.33
H -4.79 3.61 0.86
H -2.38 3.06 0.80
H -0.43 2.58 -2.04
H -0.48 2.36 -0.31
H -2.76 1.82 -3.27
H -5.17 2.36 -3.21
C 1.05 0.64 6.44
N 0.48 0.87 5.13
C 0.94 0.34 4.00
N 2.01 -0.44 4.04
S 0.07 0.66 2.54
H 0.54 1.29 7.15
H 2.11 0.89 6.47
H 0.91 -0.40 6.76
H -0.34 1.44 5.04
H 2.52 -0.62 4.89
H 2.36 -0.86 3.19
Cl -5.03 -3.49 -0.46
C -3.78 -2.32 -0.75
C -3.45 -1.41 0.24
C -2.45 -0.49 0.00
C -1.77 -0.46 -1.22
C -0.65 0.52 -1.47
C -2.13 -1.38 -2.20
C -3.13 -2.31 -1.97
H -3.97 -1.43 1.18
H -2.21 0.24 0.77
H -0.25 0.35 -2.47
H 0.20 0.20 -0.83
H -1.61 -1.36 -3.15
H -3.40 -3.02 -2.74



(3)
This record from the OMol25 dataset describes C21H25ClN2Ti as an isolated structure. The level of theory is wB97M-V/def2-TZVPD.

Gap between HOMO and LUMO in Eh: 0.233
Net charge: +2
Lowest unoccupied orbital energy in hartree: -0.317

Element x y z (Å)
C -2.35 -1.10 -2.92
C -3.87 -1.00 -2.98
C -1.57 0.25 -2.94
C -2.01 -2.01 -4.13
Cl -2.01 -2.09 -1.51
H -1.82 0.82 -3.82
H -0.48 0.16 -2.94
H -1.79 0.90 -2.08
H -4.19 -0.68 -3.97
H -4.24 -0.34 -2.21
H -4.31 -1.97 -2.81
H -2.47 -1.61 -5.04
H -2.43 -3.01 -3.97
H -0.93 -2.12 -4.25
C -0.38 2.73 1.91
C 0.11 3.60 0.87
C -0.64 3.30 -0.32
H 0.85 4.38 1.01
C -1.58 2.28 -0.02
C -1.38 1.87 1.34
H -1.91 1.06 1.82
H -0.07 2.72 2.95
H -0.58 3.90 -1.24
H -2.43 1.98 -0.64
C 2.55 0.22 -0.07
C 2.97 1.58 0.14
C 2.37 2.38 -0.91
H 3.62 1.96 0.93
C 1.62 1.49 -1.76
C 1.67 0.16 -1.21
H 1.20 -0.74 -1.61
H 2.87 -0.64 0.52
H 2.54 3.46 -1.08
H 1.26 1.73 -2.77
Ti 0.74 1.53 0.44
N 1.81 -0.18 4.05
C 1.51 0.71 3.10
N 0.90 0.12 2.06
C 0.82 -1.26 2.35
C 0.55 -2.37 1.53
C 0.74 -3.66 2.08
C 1.34 -3.82 3.34
C 1.68 -2.70 4.14
C 1.36 -1.45 3.63
H 2.23 0.04 4.93
H 1.76 1.76 3.17
H 0.12 -2.22 0.53
H 0.47 -4.57 1.53
H 1.54 -4.82 3.74
H 2.22 -2.74 5.10



(4)
This record from the OMol25 dataset describes a 3-piece molecular cluster, CH8O2S2 overall. The level of theory is wB97M-V/def2-TZVPD.

Gap between HOMO and LUMO in Eh: 0.360
Relative energy (zero: lowest compared OMol25 entry of this formula, charge and spin) in eV: 0.389
SMILES: CSS.O.O
Net charge: 0
Lowest unoccupied orbital energy in hartree: 0.015

Element x y z (Å)
C 0.67 -1.92 -0.49
S -0.38 -0.58 -1.08
S 0.49 1.20 -0.58
H 1.72 -1.68 -0.44
H 0.59 -2.69 -1.25
H 0.27 -2.32 0.44
H -0.04 1.39 0.64
O 3.30 -0.42 0.90
H 4.01 0.19 0.64
H 2.51 0.06 0.63
O -4.37 0.98 2.06
H -3.62 0.48 1.70
H -4.58 0.56 2.90



(5)
This record from the OMol25 dataset describes a 2-piece molecular cluster, C5H15NO2 overall. The level of theory is wB97M-V/def2-TZVPD.

Gap between HOMO and LUMO in Eh: 0.356
Relative energy (zero: lowest compared OMol25 entry of this formula, charge and spin) in eV: 1.486
SMILES: CC(C)CNCO.O
Net charge: 0
Lowest unoccupied orbital energy in hartree: 0.026

Element x y z (Å)
C -1.42 -0.72 2.20
C -1.41 -0.23 0.73
C -2.64 -0.75 0.06
C -0.13 -0.74 0.07
N -0.08 -0.30 -1.32
C 1.16 -0.29 -2.02
O 1.96 0.83 -1.66
H -2.26 -0.30 2.77
H -0.46 -0.46 2.68
H -1.38 -1.81 2.21
H -1.30 0.93 0.85
H -2.69 -1.84 0.01
H -2.83 -0.40 -0.98
H -3.57 -0.49 0.59
H 0.80 -0.46 0.62
H 0.06 -1.82 0.21
H -0.49 0.64 -1.37
H 1.06 -0.53 -3.07
H 1.71 -1.19 -1.80
H 1.95 1.52 -2.33
O 2.14 1.90 1.69
H 2.42 1.06 1.30
H 1.31 1.99 1.21



(6)
This record from the OMol25 dataset describes a 10-piece molecular cluster, C5H32NO10 overall. The level of theory is wB97M-V/def2-TZVPD.

Gap between HOMO and LUMO in Eh: 0.353
Relative energy (zero: lowest compared OMol25 entry of this formula, charge and spin) in eV: 4.862
Net charge: +1
Lowest unoccupied orbital energy in hartree: -0.109

Element x y z (Å)
C 1.15 -1.18 -0.41
C 0.26 0.02 -0.66
C -1.27 -0.30 -0.94
C -2.14 0.96 -1.33
C -1.71 1.53 -2.85
O -0.91 2.65 -2.71
N 0.14 0.91 0.67
H 1.03 -1.53 0.53
H 2.11 -1.07 -0.92
H 0.73 -2.01 -1.11
H 0.68 0.80 -1.31
H -1.59 -0.76 0.07
H -1.34 -1.20 -1.76
H -1.69 1.76 -0.74
H -3.21 0.81 -1.32
H -0.91 0.87 -3.10
H -2.69 1.60 -3.59
H -1.19 3.43 -2.24
H -0.06 1.91 0.45
H 1.00 0.85 1.20
H -0.68 0.64 1.31
H -0.98 -4.77 -0.54
H 0.56 -4.41 -0.41
O -0.26 -4.06 -0.70
H -2.14 -3.39 2.51
H -2.80 -2.33 1.62
O -1.94 -2.76 1.79
H 2.05 1.24 -3.86
H 2.16 1.88 -2.44
O 2.33 0.99 -3.01
H -3.12 -0.03 2.87
H -1.65 -0.24 2.65
O -2.24 0.60 2.89
H -1.87 2.34 2.37
H -0.79 3.25 2.41
O -1.33 2.89 1.77
H 2.93 0.30 3.31
H 1.47 -0.27 2.95
O 2.05 0.46 2.93
H 3.13 2.66 -0.25
H 3.10 1.17 -0.06
O 2.67 1.92 -0.33
H -0.95 -1.87 2.70
H -0.07 -1.19 3.76
O -0.33 -1.10 2.80
H 4.17 -1.19 -2.22
H 2.79 -1.12 -2.72
O 3.33 -1.64 -2.00



Which of these has the highest net charge? C21H25ClN2Ti